Model 1:
{
  "formula": "C6H10O3",
  "method": "ωB97M-V/def2-TZVPD",
  "symbols": ["C", "C", "C", "C", "C", "C", "H", "H", "H", "H", "H", "H", "H", "H", "H", "H", "O", "O", "O"],
  "positions_angstrom": [[1.07, 0.67, 2.04], [0.34, 0.33, 0.67], [0.31, -1.17, 0.39], [-0.34, -1.34, -1.00], [-1.14, -0.06, -1.22], [-0.17, 1.15, -1.37], [0.65, 1.62, 2.40], [2.20, 0.71, 1.85], [0.81, -0.04, 2.82], [-0.37, -1.59, 1.15], [1.36, -1.67, 0.38], [-0.97, -2.27, -0.93], [0.38, -1.53, -1.83], [-1.80, -0.07, -2.06], [0.36, 1.09, -2.32], [-0.75, 2.13, -1.42], [0.84, 1.04, -0.43], [-1.84, 0.22, -0.04], [-0.93, 0.77, 0.93]],
  "homo_ev": -9.35,
  "lumo_ev": 0.94
}

=====

Model 2:
{
  "formula": "C6H10O3",
  "method": "ωB97M-V/def2-TZVPD",
  "symbols": ["C", "C", "C", "C", "C", "C", "O", "O", "O", "H", "H", "H", "H", "H", "H", "H", "H", "H", "H"],
  "positions_angstrom": [[-1.89, -0.52, -0.23], [0.11, 0.42, -0.89], [-1.33, 0.39, 0.97], [-0.32, 1.30, 0.29], [2.48, -0.11, -0.03], [1.11, -0.63, -0.39], [-1.09, -0.17, -1.35], [-1.84, -1.87, 0.04], [0.84, -1.81, -0.32], [-0.88, -2.15, -0.07], [-2.93, -0.27, -0.47], [0.55, 0.97, -1.73], [-0.87, -0.25, 1.73], [-2.16, 0.92, 1.42], [0.50, 1.59, 0.94], [-0.80, 2.20, -0.09], [3.21, -0.56, -0.70], [2.73, -0.43, 0.98], [2.54, 0.97, -0.10]],
  "homo_ev": -9.62,
  "lumo_ev": 0.70
}

=====

Which structure loses on stability? model 1 does.

=====

Model 1:
{
  "formula": "C15H18N4O3",
  "method": "ωB97M-V/def2-TZVPD",
  "symbols": ["C", "C", "C", "C", "C", "C", "C", "C", "C", "C", "C", "C", "C", "C", "C", "H", "H", "H", "H", "H", "H", "H", "H", "H", "H", "H", "H", "H", "H", "H", "H", "H", "H", "N", "N", "N", "N", "O", "O", "O"],
  "positions_angstrom": [[-0.78, 2.17, 0.77], [0.48, 1.34, 0.94], [-1.55, 1.90, -0.59], [-2.42, 0.63, -0.73], [-2.22, -0.31, -1.82], [-3.41, 0.32, 0.24], [-3.01, -1.50, -1.94], [-4.20, -0.81, 0.02], [-4.09, -1.67, -1.03], [0.98, -1.24, 0.65], [0.08, -2.23, 1.38], [2.53, -0.98, 1.17], [3.48, -0.80, 0.02], [3.81, 0.55, -0.30], [4.87, -0.97, -1.50], [0.04, 3.64, -0.02], [-1.40, 4.10, 0.67], [-1.40, 1.84, 1.62], [-0.90, 1.89, -1.48], [-2.13, 2.78, -0.91], [-1.41, -0.27, -2.55], [-3.21, 1.07, 1.13], [-2.81, -2.25, -2.73], [-5.14, -0.77, 0.52], [-4.80, -2.56, -1.05], [-0.87, -0.26, 0.61], [0.90, -1.70, -0.41], [2.40, -0.12, 1.77], [2.94, -1.77, 1.89], [3.70, 1.49, 0.25], [5.38, -1.25, -2.44], [5.65, 0.90, -1.45], [-0.75, -2.46, 3.18], [-0.49, 3.61, 0.80], [0.13, 0.03, 0.64], [3.94, -1.62, -0.85], [4.87, 0.34, -1.22], [1.56, 1.89, 1.07], [-0.71, -3.00, 0.90], [-0.03, -1.94, 2.78]],
  "homo_ev": -8.38,
  "lumo_ev": 0.67
}

=====

Model 2:
{
  "formula": "C15H18N4O3",
  "method": "ωB97M-V/def2-TZVPD",
  "symbols": ["C", "C", "C", "C", "C", "C", "C", "C", "C", "C", "C", "C", "C", "C", "C", "H", "H", "H", "H", "H", "H", "H", "H", "H", "H", "H", "H", "H", "H", "H", "H", "H", "H", "N", "N", "N", "N", "O", "O", "O"],
  "positions_angstrom": [[-1.94, -1.28, 2.01], [-2.41, 0.15, 1.79], [-0.87, -1.39, 3.13], [0.40, -0.61, 2.80], [0.86, 0.50, 3.38], [2.32, -0.28, 1.98], [-0.97, 0.79, -0.16], [-0.06, 2.03, 0.05], [-1.33, 0.64, -1.69], [-0.09, 0.25, -2.51], [0.54, 1.18, -3.31], [0.33, -1.07, -2.54], [1.63, 0.82, -4.14], [1.44, -1.44, -3.32], [2.12, -0.48, -4.07], [-0.64, -2.20, 0.68], [-2.08, -1.69, 0.07], [-2.81, -1.74, 2.51], [-0.65, -2.48, 3.19], [-1.27, -0.98, 4.06], [0.50, 1.13, 4.18], [3.26, -0.36, 1.44], [2.89, 1.41, 2.98], [-2.53, 1.77, 0.71], [-0.38, -0.10, 0.08], [-2.07, -0.14, -1.86], [-1.71, 1.63, -2.00], [0.19, 2.20, -3.35], [-0.23, -1.77, -1.95], [2.07, 1.60, -4.76], [1.86, -2.44, -3.26], [2.97, -0.78, -4.66], [1.18, 0.95, -0.51], [-1.62, -2.05, 0.86], [1.34, -1.11, 1.87], [2.13, 0.76, 2.79], [-2.11, 0.83, 0.62], [-2.95, 0.76, 2.69], [-0.56, 3.04, 0.44], [1.25, 1.91, -0.23]],
  "homo_ev": -9.04,
  "lumo_ev": 0.63
}

=====

Which structure loses on stability? model 1 does.

=====

Model 1:
{
  "formula": "C28H28BLiN5O3P",
  "method": "ωB97M-V/def2-TZVPD",
  "symbols": ["Li", "N", "C", "C", "C", "O", "O", "H", "H", "H", "H", "H", "H", "O", "C", "C", "C", "C", "C", "C", "C", "P", "C", "C", "C", "C", "C", "C", "C", "C", "C", "C", "C", "C", "H", "H", "H", "H", "H", "H", "H", "H", "H", "H", "H", "H", "H", "H", "B", "N", "C", "C", "C", "N", "N", "C", "C", "C", "N", "H", "H", "H", "H", "H", "H", "H", "H"],
  "positions_angstrom": [[0.78, -0.22, -2.77], [2.58, 1.44, -3.11], [2.95, 2.14, -1.88], [1.81, 3.06, -1.37], [0.47, 2.18, -1.38], [-0.62, 2.83, -1.29], [0.61, 0.90, -1.32], [3.48, 1.31, -3.61], [1.97, 1.97, -3.67], [3.86, 2.67, -2.10], [3.17, 1.45, -1.02], [1.60, 3.91, -2.00], [1.92, 3.41, -0.33], [-2.84, 1.46, -0.84], [-2.06, 1.75, 0.00], [-1.61, 2.07, 1.31], [-1.88, 3.38, 1.82], [-1.31, 3.79, 3.04], [-0.62, 2.85, 3.81], [-0.32, 1.61, 3.31], [-0.76, 1.16, 2.07], [-0.01, -0.45, 1.56], [1.68, -0.31, 2.26], [2.30, -1.32, 3.00], [3.53, -1.12, 3.63], [4.10, 0.12, 3.61], [3.52, 1.16, 2.86], [2.40, 0.88, 2.09], [-0.75, -1.62, 2.71], [-0.82, -1.50, 4.10], [-1.54, -2.37, 4.88], [-2.10, -3.51, 4.26], [-2.15, -3.59, 2.85], [-1.55, -2.61, 2.11], [-2.47, 4.05, 1.20], [-1.30, 4.88, 3.27], [-0.37, 3.01, 4.86], [0.35, 0.95, 3.89], [1.91, -2.32, 2.98], [3.98, -1.96, 4.11], [5.04, 0.31, 4.12], [3.91, 2.18, 2.75], [1.97, 1.64, 1.42], [-0.25, -0.74, 4.62], [-1.72, -2.19, 5.91], [-2.50, -4.29, 4.89], [-2.74, -4.34, 2.37], [-1.66, -2.66, 1.07], [-0.96, -1.86, -5.21], [-0.55, -2.67, -3.94], [-1.21, -3.70, -3.42], [-0.71, -3.95, -2.16], [0.37, -3.03, -2.02], [0.47, -2.25, -3.10], [-1.77, -0.58, -4.82], [-2.79, 0.02, -5.43], [-3.01, 1.26, -4.97], [-2.05, 1.37, -3.90], [-1.27, 0.31, -3.81], [-0.02, -1.54, -5.94], [-1.70, -2.63, -5.86], [-1.95, -4.20, -4.04], [-0.97, -4.75, -1.47], [1.12, -3.00, -1.22], [-3.30, -0.51, -6.22], [-3.70, 2.05, -5.28], [-1.96, 2.24, -3.25]],
  "homo_ev": [1.61, 1.82],
  "charge": -2,
  "lumo_ev": [4.16, 4.16]
}

=====

Model 2:
{
  "formula": "C28H28BLiN5O3P",
  "method": "ωB97M-V/def2-TZVPD",
  "symbols": ["Li", "N", "C", "C", "C", "O", "O", "H", "H", "H", "H", "H", "H", "O", "C", "C", "C", "C", "C", "C", "C", "P", "C", "C", "C", "C", "C", "C", "C", "C", "C", "C", "C", "C", "H", "H", "H", "H", "H", "H", "H", "H", "H", "H", "H", "H", "H", "H", "B", "N", "C", "C", "C", "N", "N", "C", "C", "C", "N", "H", "H", "H", "H", "H", "H", "H", "H"],
  "positions_angstrom": [[2.40, 2.50, 0.23], [0.07, 0.81, 4.44], [1.14, 1.77, 4.82], [2.42, 1.64, 4.08], [2.25, 2.06, 2.61], [2.53, 3.23, 2.27], [1.80, 1.24, 1.73], [0.30, -0.06, 4.85], [0.05, 0.75, 3.40], [1.27, 1.83, 5.92], [0.70, 2.75, 4.50], [2.91, 0.63, 4.25], [3.18, 2.39, 4.40], [1.55, -2.07, 3.34], [0.52, -2.01, 2.82], [-0.82, -2.19, 2.52], [-1.77, -2.54, 3.54], [-3.03, -3.07, 3.19], [-3.34, -3.23, 1.87], [-2.47, -2.88, 0.84], [-1.24, -2.26, 1.11], [-0.12, -1.64, -0.13], [-1.25, -0.77, -1.26], [-1.03, -0.74, -2.63], [-1.78, 0.12, -3.44], [-2.82, 0.93, -2.87], [-3.09, 0.79, -1.54], [-2.44, -0.17, -0.76], [0.36, -3.08, -1.06], [1.68, -3.52, -0.98], [2.07, -4.65, -1.72], [1.16, -5.23, -2.60], [-0.19, -4.79, -2.66], [-0.60, -3.75, -1.84], [-1.53, -2.24, 4.55], [-3.72, -3.43, 4.00], [-4.31, -3.61, 1.60], [-2.83, -3.09, -0.18], [-0.15, -1.30, -3.05], [-1.68, 0.08, -4.56], [-3.42, 1.60, -3.47], [-3.78, 1.45, -1.06], [-2.94, -0.32, 0.17], [2.34, -3.12, -0.26], [3.03, -5.09, -1.51], [1.43, -6.05, -3.25], [-0.87, -5.33, -3.33], [-1.59, -3.42, -1.86], [0.54, 3.91, -2.31], [1.73, 2.96, -2.64], [2.34, 3.08, -3.89], [3.65, 2.43, -3.73], [3.73, 1.99, -2.38], [2.58, 2.40, -1.71], [-0.18, 3.70, -0.98], [-1.55, 3.81, -0.60], [-1.67, 3.30, 0.71], [-0.35, 2.93, 1.09], [0.50, 3.11, 0.04], [-0.21, 3.69, -3.21], [0.99, 5.01, -2.34], [1.77, 3.34, -4.74], [4.38, 2.27, -4.49], [4.42, 1.38, -1.88], [-2.36, 4.23, -1.19], [-2.59, 3.10, 1.23], [-0.02, 2.44, 1.99]],
  "homo_ev": 0.89,
  "charge": -2,
  "lumo_ev": 4.33
}

=====

Which structure loses on stability? model 1 does.

=====

Model 1:
{
  "formula": "C3H6N2O3",
  "method": "ωB97M-V/def2-TZVPD",
  "symbols": ["O", "C", "N", "C", "N", "C", "O", "O", "H", "H", "H", "H", "H", "H"],
  "positions_angstrom": [[-0.05, -2.25, 0.56], [0.84, -1.44, 0.47], [1.91, -1.38, 1.26], [0.92, -0.38, -0.73], [0.35, 0.96, -0.25], [-0.96, 1.36, -0.38], [-1.83, 0.68, -1.08], [-1.31, 2.43, 0.12], [2.69, -0.80, 1.17], [1.90, -2.00, 2.01], [0.28, -0.64, -1.58], [1.95, -0.15, -1.01], [0.71, 1.28, 0.64], [-2.62, 1.16, -1.31]],
  "homo_ev": -9.60,
  "lumo_ev": 0.52
}

=====

Model 2:
{
  "formula": "C3H6N2O3",
  "method": "ωB97M-V/def2-TZVPD",
  "symbols": ["N", "C", "C", "N", "C", "O", "O", "O", "H", "H", "H", "H", "H", "H"],
  "positions_angstrom": [[-0.54, 0.14, -1.08], [-1.39, 0.25, 0.11], [0.74, 0.33, -0.71], [-1.36, -0.90, 0.92], [0.85, 0.56, 0.65], [1.69, 0.57, -1.63], [1.85, -0.06, 1.36], [-2.35, 1.01, 0.06], [2.30, -0.11, -1.94], [1.91, -0.98, 1.06], [-0.89, 0.38, -2.00], [-1.24, -1.79, 0.45], [-2.07, -0.87, 1.64], [0.50, 1.47, 1.11]],
  "homo_ev": [-7.04, -7.04],
  "lumo_ev": [0.27, 0.27]
}

=====

Model 3:
{
  "formula": "C3H6N2O3",
  "method": "ωB97M-V/def2-TZVPD",
  "symbols": ["O", "C", "N", "C", "O", "O", "C", "N", "H", "H", "H", "H", "H", "H"],
  "positions_angstrom": [[-0.09, -1.44, -1.25], [-0.05, -0.64, -0.33], [0.08, 0.72, -0.52], [0.03, 1.39, -1.77], [-0.04, 0.66, -2.88], [0.06, 2.60, -1.80], [-0.13, -1.11, 1.13], [0.23, -0.10, 2.07], [0.10, 1.33, 0.27], [-0.09, -0.28, -2.60], [0.61, -1.91, 1.14], [-1.09, -1.57, 1.38], [0.90, -0.14, 2.81], [-0.52, 0.50, 2.33]],
  "homo_ev": -10.04,
  "lumo_ev": 0.52
}

=====

Model 4:
{
  "formula": "C3H6N2O3",
  "method": "ωB97M-V/def2-TZVPD",
  "symbols": ["C", "N", "C", "N", "C", "O", "O", "O", "H", "H", "H", "H", "H", "H"],
  "positions_angstrom": [[-0.59, 0.54, -1.01], [-0.74, -0.75, -1.21], [0.98, -0.17, 1.06], [-1.57, 1.38, -0.64], [0.66, -1.56, -0.05], [2.22, 0.36, 0.96], [0.19, 0.19, 1.91], [1.62, -2.10, -0.58], [2.31, 1.03, 1.67], [-1.65, -1.10, -0.92], [0.35, 1.00, -1.30], [-1.29, 2.28, -0.28], [-2.38, 0.99, -0.17], [-0.10, -2.08, 0.55]],
  "homo_ev": -8.80,
  "lumo_ev": 0.50
}

=====

Which structure loses on stability? model 2 does.

=====

Model 1:
{
  "formula": "C3H6N2O3",
  "method": "ωB97M-V/def2-TZVPD",
  "symbols": ["C", "C", "C", "N", "N", "O", "O", "O", "H", "H", "H", "H", "H", "H"],
  "positions_angstrom": [[0.72, 1.39, 0.03], [-0.26, 0.47, -0.01], [-2.39, -0.47, -0.54], [2.07, 1.05, 0.10], [1.48, -1.06, 0.85], [0.32, -1.18, 0.06], [2.46, -0.22, 0.09], [-1.57, 0.56, 0.02], [0.60, 2.43, 0.16], [-2.36, -0.57, -1.68], [-3.41, -0.22, -0.22], [-2.18, -1.61, -0.31], [2.59, 1.49, 0.83], [1.93, -2.05, 0.63]],
  "homo_ev": -8.05,
  "lumo_ev": 0.86
}

=====

Model 2:
{
  "formula": "C3H6N2O3",
  "method": "ωB97M-V/def2-TZVPD",
  "symbols": ["C", "C", "C", "H", "H", "H", "H", "H", "H", "N", "N", "O", "O", "O"],
  "positions_angstrom": [[-0.35, -0.82, 0.14], [-0.58, 0.49, -0.53], [0.64, 1.50, 0.05], [0.09, -2.76, -0.21], [-0.61, -1.74, -1.82], [0.42, -0.17, 3.19], [-1.44, 0.82, -0.06], [0.13, 1.60, -1.87], [0.82, 1.64, 1.13], [-0.15, -1.78, -0.77], [-0.17, -1.11, 1.47], [0.02, 0.25, 2.17], [-0.50, 0.54, -2.02], [1.69, 1.57, -0.86]],
  "homo_ev": -8.78,
  "lumo_ev": -0.62
}

=====

Which structure loses on stability? model 1 does.